{"formula": "C4H10N2O2", "method": "ωB97M-V with the def2-TZVPD basis set", "gap_ev": [7.92, 7.79], "charge": 0, "energy_ev": -11382.0152, "multiplicity": 1, "molar_mass_g_mol": 118.14, "max_force_ev_per_a": 0.8, "species": ["C", "C", "C", "C", "N", "N", "O", "O", "H", "H", "H", "H", "H", "H", "H", "H", "H", "H"], "positions_angstrom": [[0.5914, 1.0685, 0.4368], [-0.2641, 0.0157, -1.4781], [0.0523, -0.9289, -2.5824], [-0.6384, -0.7399, 1.2706], [1.6437, 1.0933, 1.3255], [-1.5505, -0.1724, 2.1227], [0.7544, 0.3907, -0.7193], [0.2266, -1.5179, 1.6407], [-0.0832, 1.9186, 0.3984], [2.3497, 1.8109, 1.2254], [2.0219, 0.1701, 1.5032], [-1.3361, -0.2034, 3.1089], [-2.1541, 0.5682, 1.8056], [-1.0654, 0.7417, -1.5960], [-0.9338, -0.6642, 0.1403], [-0.8666, -1.3864, -2.9530], [0.5451, -0.4451, -3.4358], [0.7072, -1.7196, -2.2136]], "forces_ev_per_a": [[0.2, 0.3, -0.2], [-0.1, 0.2, -0.7], [0.1, 0.0, 0.0], [-0.4, -0.2, -0.4], [0.0, -0.1, 0.0], [0.1, -0.2, 0.2], [0.1, -0.2, 0.4], [-0.2, 0.3, 0.0], [-0.1, -0.1, 0.0], [0.0, 0.0, 0.0], [0.0, 0.1, 0.0], [0.0, 0.0, -0.1], [0.1, -0.1, 0.0], [-0.1, 0.0, 0.2], [0.2, 0.1, 0.8], [0.0, 0.0, 0.0], [0.0, 0.0, 0.1], [0.0, 0.0, 0.0]]}

{"formula": "C28H48AsCrN6O2Si3", "method": "ωB97M-V with the def2-TZVPD basis set", "gap_ev": [7.68, 8.13], "charge": 2, "energy_ev": -155734.9067, "multiplicity": 2, "molar_mass_g_mol": 711.91, "max_force_ev_per_a": 1.3, "species": ["Cr", "C", "N", "C", "C", "C", "C", "C", "C", "N", "C", "C", "C", "C", "C", "C", "N", "C", "C", "C", "C", "C", "N", "H", "H", "H", "H", "H", "H", "H", "H", "H", "H", "H", "H", "H", "H", "H", "H", "H", "H", "N", "N", "C", "O", "O", "H", "H", "H", "C", "Si", "C", "C", "As", "Si", "C", "C", "C", "Si", "C", "C", "C", "H", "H", "H", "H", "H", "H", "H", "H", "H", "H", "H", "H", "H", "H", "H", "H", "H", "H", "H", "H", "H", "H", "H", "H", "H", "H", "H"], "positions_angstrom": [[-0.5067, 0.7604, -0.3167], [-3.0590, 2.2523, -1.1173], [-1.8825, 2.6248, -0.3131], [-2.2821, 2.6702, 1.1250], [-1.1894, 2.2542, 2.0626], [-0.9863, 2.8897, 3.2673], [0.0495, 2.4663, 4.0848], [0.8559, 1.4224, 3.6635], [0.5795, 0.8249, 2.4528], [-0.4388, 1.2074, 1.6705], [-1.4722, 3.9749, -0.7768], [-0.1659, 4.5147, -0.2459], [0.2138, 5.8036, -0.6002], [1.4217, 6.2796, -0.1278], [2.2023, 5.4579, 0.6757], [1.7338, 4.1932, 0.9734], [0.5596, 3.7271, 0.5285], [-3.4610, 0.8377, -0.8342], [-4.7648, 0.4144, -0.9774], [-5.0925, -0.8919, -0.6476], [-4.0982, -1.7280, -0.1723], [-2.8134, -1.2402, -0.0769], [-2.4824, 0.0213, -0.3987], [-2.8204, 2.3740, -2.1745], [-3.9034, 2.9189, -0.9190], [-3.1171, 1.9837, 1.2687], [-2.6431, 3.6661, 1.3861], [-1.6146, 3.7252, 3.5476], [0.2340, 2.9585, 5.0314], [1.6920, 1.0738, 4.2546], [1.1888, 0.0228, 2.0781], [-2.2738, 4.6751, -0.5178], [-1.4290, 3.9446, -1.8678], [-0.4197, 6.4173, -1.2304], [1.7548, 7.2763, -0.3864], [3.1595, 5.7892, 1.0548], [2.3201, 3.5132, 1.5817], [-5.5172, 1.1118, -1.3239], [-6.1120, -1.2429, -0.7465], [-4.3041, -2.7507, 0.1145], [-2.0116, -1.8654, 0.2596], [-0.4258, 0.9801, -2.5159], [0.8591, 1.4667, -2.8140], [1.6669, 1.7807, -1.7347], [2.6533, 2.4493, -1.8328], [1.2531, 1.1750, -0.6098], [-0.5960, 0.1372, -3.0615], [-1.1152, 1.6727, -2.7921], [0.9912, 1.9993, -3.6616], [3.4989, -1.1726, -1.9715], [2.9682, -1.5110, -0.2390], [3.5780, -3.1836, 0.2623], [3.6301, -0.2182, 0.9047], [0.5552, -1.6022, -0.0977], [0.2748, -3.0401, 1.8441], [1.2115, -2.2944, 3.2591], [0.9243, -4.7548, 1.5619], [-1.5004, -3.1868, 2.3682], [-0.0320, -2.8672, -2.0568], [0.5923, -1.9237, -3.5414], [-1.8781, -2.9984, -2.1873], [0.6609, -4.5777, -2.0724], [4.5928, -1.1089, -1.9506], [3.1314, -0.2311, -2.3786], [3.2282, -1.9850, -2.6474], [4.6217, -3.2710, -0.0613], [3.0224, -3.9988, -0.2016], [3.5570, -3.3226, 1.3457], [4.7146, -0.1892, 0.7503], [3.4612, -0.4490, 1.9579], [3.2352, 0.7725, 0.6754], [2.2348, -2.0215, 2.9932], [1.2722, -3.0626, 4.0374], [0.7118, -1.4272, 3.6920], [1.8691, -4.8783, 2.0942], [1.0959, -5.0343, 0.5279], [0.2027, -5.4601, 1.9861], [-1.9542, -2.2403, 2.6683], [-1.4933, -3.8384, 3.2492], [-2.1313, -3.6735, 1.6175], [-0.2270, -1.7393, -4.2466], [1.3286, -2.5323, -4.0731], [1.0809, -0.9800, -3.3046], [-2.3951, -2.0354, -2.2198], [-2.3089, -3.5968, -1.3787], [-2.0883, -3.5180, -3.1283], [1.7488, -4.5943, -2.1785], [0.2342, -5.0786, -2.9486], [0.3805, -5.1648, -1.1995]], "forces_ev_per_a": [[0.6, 1.0, -0.5], [-0.1, 0.0, 0.1], [0.3, -0.3, 0.2], [0.0, 0.0, 0.1], [0.1, -0.2, -0.2], [-0.1, 0.0, 0.1], [0.0, 0.1, 0.1], [0.0, 0.0, 0.0], [-0.2, 0.1, -0.1], [0.0, -0.1, 0.3], [0.1, 0.0, -0.1], [-0.1, 0.0, 0.1], [0.0, 0.0, 0.0], [0.1, 0.0, 0.0], [0.0, 0.0, 0.0], [-0.1, 0.0, -0.1], [0.2, 0.1, 0.0], [0.1, 0.0, 0.0], [-0.1, 0.1, 0.0], [-0.1, -0.1, 0.0], [-0.2, 0.0, 0.1], [-0.2, 0.4, 0.2], [0.0, -0.4, -0.1], [0.0, 0.0, 0.0], [0.0, 0.1, 0.0], [-0.1, 0.0, 0.0], [0.0, 0.1, 0.0], [0.0, 0.0, 0.0], [0.0, 0.0, 0.0], [0.0, 0.0, 0.0], [0.1, -0.1, -0.1], [-0.1, 0.0, -0.1], [0.1, 0.0, 0.0], [0.0, 0.0, 0.0], [0.0, 0.0, 0.0], [0.0, 0.0, 0.0], [0.0, 0.0, 0.0], [0.0, 0.0, 0.0], [0.0, 0.0, 0.0], [0.0, 0.0, 0.0], [0.1, -0.1, 0.1], [-0.2, -0.1, 0.0], [0.0, 0.0, -0.1], [0.1, -0.1, 0.4], [0.0, 0.0, 0.0], [-0.6, 0.2, -0.2], [0.0, 0.0, 0.0], [0.0, 0.0, 0.0], [0.0, 0.0, 0.0], [0.0, 0.1, -0.3], [-0.2, 0.0, 0.1], [0.2, -0.2, 0.1], [0.1, 0.2, 0.1], [-0.1, -0.4, 0.0], [0.0, 0.1, -0.1], [0.2, 0.1, 0.2], [0.1, -0.2, -0.1], [-0.3, 0.0, -0.1], [0.1, 0.2, 0.2], [0.0, 0.1, -0.3], [-0.3, -0.1, -0.1], [0.2, -0.2, 0.0], [-0.1, 0.0, 0.0], [0.0, 0.0, 0.0], [0.0, 0.0, 0.0], [-0.1, 0.0, 0.1], [0.1, 0.0, 0.0], [0.0, 0.0, -0.1], [0.0, 0.0, 0.0], [0.0, 0.0, 0.0], [0.1, -0.1, 0.0], [0.0, 0.0, 0.1], [0.0, 0.0, 0.0], [0.0, -0.1, 0.0], [0.0, 0.0, 0.0], [0.0, 0.0, 0.1], [0.1, 0.0, 0.0], [0.0, 0.0, 0.0], [0.0, 0.0, 0.0], [0.0, 0.0, 0.1], [0.1, 0.0, 0.0], [0.0, 0.1, 0.0], [0.1, 0.0, 0.0], [0.1, -0.2, -0.2], [0.0, 0.0, -0.1], [0.0, 0.0, 0.0], [-0.1, 0.0, 0.0], [0.1, 0.0, 0.0], [0.0, 0.0, -0.1]]}

Repeat the first record exactly.
{"formula": "C4H10N2O2", "method": "ωB97M-V with the def2-TZVPD basis set", "gap_ev": [7.92, 7.79], "charge": 0, "energy_ev": -11382.0152, "multiplicity": 1, "molar_mass_g_mol": 118.14, "max_force_ev_per_a": 0.8, "species": ["C", "C", "C", "C", "N", "N", "O", "O", "H", "H", "H", "H", "H", "H", "H", "H", "H", "H"], "positions_angstrom": [[0.5914, 1.0685, 0.4368], [-0.2641, 0.0157, -1.4781], [0.0523, -0.9289, -2.5824], [-0.6384, -0.7399, 1.2706], [1.6437, 1.0933, 1.3255], [-1.5505, -0.1724, 2.1227], [0.7544, 0.3907, -0.7193], [0.2266, -1.5179, 1.6407], [-0.0832, 1.9186, 0.3984], [2.3497, 1.8109, 1.2254], [2.0219, 0.1701, 1.5032], [-1.3361, -0.2034, 3.1089], [-2.1541, 0.5682, 1.8056], [-1.0654, 0.7417, -1.5960], [-0.9338, -0.6642, 0.1403], [-0.8666, -1.3864, -2.9530], [0.5451, -0.4451, -3.4358], [0.7072, -1.7196, -2.2136]], "forces_ev_per_a": [[0.2, 0.3, -0.2], [-0.1, 0.2, -0.7], [0.1, 0.0, 0.0], [-0.4, -0.2, -0.4], [0.0, -0.1, 0.0], [0.1, -0.2, 0.2], [0.1, -0.2, 0.4], [-0.2, 0.3, 0.0], [-0.1, -0.1, 0.0], [0.0, 0.0, 0.0], [0.0, 0.1, 0.0], [0.0, 0.0, -0.1], [0.1, -0.1, 0.0], [-0.1, 0.0, 0.2], [0.2, 0.1, 0.8], [0.0, 0.0, 0.0], [0.0, 0.0, 0.1], [0.0, 0.0, 0.0]]}

What is the formula in the second record? C28H48AsCrN6O2Si3

Look up the charge of the second one. +2

The highest charge belongs to which entry? C28H48AsCrN6O2Si3